Computed, not measured: C4H7NS in the gas phase at a distorted geometry, with ωB97M-V/def2-TZVPD.

Positions of all 13 atoms, in Å:
C: 2.584 -0.362 -0.749
C: -0.863 0.128 -0.239
C: 0.474 -0.048 0.341
C: -2.061 0.534 0.484
N: 1.729 0.351 -0.146
S: -0.339 -1.672 -0.109
H: 3.479 0.149 -1.109
H: 2.648 -1.443 -0.778
H: -0.892 0.393 -1.294
H: 0.617 0.073 1.605
H: -2.195 0.103 1.426
H: -3.009 0.187 -0.033
H: -2.173 1.608 0.602

Summary:
- ΔE to the lowest compared entry with this formula, charge and spin: 2.193 eV
- Lowest unoccupied orbital energy: 0.9 eV
- Calculated total energy: -16584.7386 eV
- SMILES: C=N[C@@H]1S[C@H]1C
- HOMO-LUMO gap: 9.659 eV
- 2S+1: 1
- HOMO energy: -8.757 eV